14
Properties=species:S:1:pos:R:3:forces:R:3 method="wB97M-V/def2-TZVPD" relative_energy_kcal_mol=110.2 orbital_gap_ev=8.717 e_tot_ev=-7357.4747 lumo_energy_ev=0.60 spin_multiplicity=1 total_charge=0 homo_energy_ev=-8.11
H -1.879 0.472 -0.897 0.1092 -0.0343 -0.0184
C -1.078 0.403 -1.637 -0.1043 -0.1159 -0.1609
H -1.284 -0.463 -2.277 -0.0029 0.0862 0.0117
C 0.281 0.272 -0.964 -0.6890 0.6283 1.2573
H 1.051 -2.185 -0.749 -0.1606 -0.0517 0.1781
H -1.113 1.295 -2.267 0.0276 -0.0740 0.0459
C 0.368 0.353 2.561 -0.0156 -0.0162 -0.2375
C 0.419 -0.638 0.170 1.3707 0.8400 0.2907
C 0.172 0.102 1.276 -0.7636 -1.3193 0.7484
O 1.036 -1.844 0.155 -0.6509 -0.3039 -0.2314
H 0.046 1.120 0.103 0.5579 -0.2440 -1.9692
H 1.096 0.220 -1.697 0.0936 0.3732 0.1307
H -0.341 0.941 3.132 -0.0542 -0.1683 0.0534
H 1.227 -0.048 3.090 0.2821 0.3998 -0.0987